# 1
ORCA calculation (ωB97M-V with the def2-TZVPD basis set) on a molecular structure, C16H20N3S4SbTm at a distorted geometry.

Last column: Löwdin charge in e.
Geometry (Å):
Tm 1.051213 0.037858 -1.151842  0.717
C -1.206787 2.321658 -1.590642  -0.088
N 0.051413 2.252458 -0.824342  -0.315
C 0.981313 3.270358 -1.333642  -0.134
C -0.267087 2.403058 0.589758  -0.210
C -0.394687 3.650258 1.166358  -0.042
C -0.813087 3.793358 2.480058  -0.110
C -1.220987 2.665158 3.168858  -0.106
C -1.105587 1.409858 2.609058  -0.040
C -0.513887 1.217858 1.343458  -0.227
N -0.215787 0.026058 0.737958  -0.068
C -0.188487 -1.195542 1.374358  -0.228
C -0.059187 -1.426442 2.755758  -0.038
C -0.090987 -2.698942 3.287358  -0.102
C -0.227387 -3.809642 2.473758  -0.103
C -0.239187 -3.622142 1.101758  -0.038
C -0.207987 -2.356242 0.550258  -0.210
N -0.168687 -2.169742 -0.890442  -0.308
C -1.512687 -2.291542 -1.465242  -0.085
C 0.734113 -3.127542 -1.551842  -0.156
H -1.665087 3.318258 -1.506142  0.098
H -1.917387 1.584758 -1.204742  0.095
H -1.009287 2.106758 -2.647342  0.052
H 0.513613 4.258158 -1.421842  0.085
H 1.342713 2.977958 -2.329542  -0.016
H 1.841613 3.346558 -0.663742  0.101
H -0.167187 4.532458 0.585058  0.105
H -0.861787 4.774458 2.928858  0.091
H -1.617787 2.765658 4.168758  0.097
H -1.501687 0.565058 3.146658  0.095
H 0.106013 -0.590942 3.415558  0.097
H -0.019087 -2.827442 4.357858  0.097
H -0.297087 -4.803542 2.891258  0.093
H -0.280787 -4.485742 0.454258  0.108
H -1.910187 -3.307942 -1.332442  0.093
H -1.462787 -2.061342 -2.532942  0.050
H -2.184787 -1.584842 -0.976142  0.092
H 0.307313 -4.136742 -1.609142  0.083
H 1.680513 -3.165242 -1.001542  0.041
H 0.928813 -2.784042 -2.576642  0.047
S 3.427913 2.030858 -3.340342  -0.172
Sb 2.867713 -0.182642 -3.539242  -0.149
S 0.403313 -0.218042 -3.582342  -0.047
S 3.316613 -1.073542 -1.284942  -0.088
S 3.773213 -1.389042 -5.229942  -0.258

Cartesian forces (eV/Å) of the 3 atoms listed first:
Tm -0.999 -0.141 0.465
C -0.275 -0.139 -0.381
N 0.014 0.160 0.283

Properties
F_max	1.29	eV/A
total charge	-1
Kohn-Sham gap (spin up / spin down)	7.12 / 7.12	eV
spin multiplicity	3

# 2
ORCA calculation (ωB97M-V with the def2-TZVPD basis set) on a single C5H12N2 molecule at a distorted geometry.

Last column: Löwdin charge in e.
Geometry (Å):
C -1.759680 -0.631924 -0.865937  -0.275
C -0.258873 -0.576076 -1.205849  -0.152
C 0.735625 -0.426110 -0.074587  -0.387
C 1.942051 -1.007303 -0.156001  0.020
C 1.441835 1.242147 1.575187  -0.117
N 0.400653 0.455769 0.939422  -0.047
N -2.165748 0.628677 -0.242233  -0.025
H -2.051066 -1.547474 -0.354908  0.110
H -2.272996 -0.789359 -1.834963  0.104
H -0.129831 0.177862 -1.980060  0.114
H -0.046212 -1.527112 -1.705787  0.110
H 2.204236 -1.647112 -0.986073  0.045
H 2.684708 -0.919763 0.624345  0.042
H 0.903194 1.982618 2.181567  0.079
H 1.994423 0.647152 2.298745  0.073
H 2.093926 1.830777 0.929137  0.082
H -0.473106 0.938762 0.816086  0.071
H -1.910383 1.381262 -0.870860  0.075
H -3.181199 0.732144 -0.257226  0.077

Cartesian forces (eV/Å) of the 3 atoms listed first:
C 0.201 0.095 -1.420
C -0.548 -1.235 0.140
C 0.348 0.473 -0.317

Properties
energy relative to the best compared isomer or geometry (same formula, charge and spin)	1.231	eV
F_max	1.62	eV/A
Kohn-Sham gap	8.60	eV
SMILES string	C=C(CCN)NC

# 3
ORCA calculation (ωB97M-V with the def2-TZVPD basis set) on a molecular structure, C16H31BBr18N at a distorted geometry.

Last column: Löwdin charge in e.
Geometry (Å):
C -2.136539 0.949648 1.079349  -0.135
C -2.126810 0.398812 -0.362819  -0.244
C -1.073295 -0.723720 -0.613523  -0.208
C -1.757321 -1.994429 -1.118689  -0.199
C -0.926967 -3.054084 -1.882961  -0.196
C 0.582045 -2.847400 -2.077331  -0.247
C 1.460973 -3.681769 -1.132447  -0.233
C 1.485949 -3.219003 0.335692  -0.193
B 1.329312 -4.501574 1.375004  -0.611
C 1.654386 -3.995893 2.936159  -0.122
C -0.212269 -5.142123 1.299150  -0.253
N -0.281436 -6.486866 0.634708  -0.056
H -1.197853 0.824225 1.605960  0.035
H -2.343112 2.018222 1.037334  0.026
H -2.968460 0.510985 1.622982  0.068
H -1.909913 1.225038 -1.035165  0.057
H -3.125388 0.034433 -0.579119  0.091
H -0.354053 -0.320475 -1.316633  0.044
H -0.609709 -0.912758 0.345033  0.088
H -2.575237 -1.682772 -1.766415  0.080
H -2.233759 -2.457209 -0.256572  0.106
H -1.380679 -3.185609 -2.865798  0.060
H -1.045590 -4.005136 -1.372182  0.086
H 0.816565 -3.209058 -3.085897  0.093
H 0.916631 -1.815684 -2.062777  0.012
H 1.175678 -4.727758 -1.241372  0.091
H 2.476138 -3.580220 -1.522310  0.095
H 0.686918 -2.514760 0.562289  0.070
H 2.465042 -2.777830 0.527759  0.025
H 2.107937 -5.397723 1.065055  0.076
H 1.003738 -4.441624 3.691908  0.013
H 2.674416 -4.262801 3.223228  0.014
H 1.588080 -2.904367 3.006664  0.019
H -0.879999 -4.431347 0.785708  0.055
H -0.639436 -5.283465 2.291820  0.064
H -1.071647 -7.017569 0.984194  0.023
H -0.394732 -6.380902 -0.366624  0.024
C 0.258200 -0.412115 -5.349644  -1.610
Br 0.300601 0.896352 -6.770682  0.546
Br 1.157887 0.228527 -3.777148  0.631
Br -1.542525 -0.960802 -4.957841  0.617
H 0.795806 -1.281481 -5.698230  -0.026
C -0.384695 3.593852 4.190545  -1.609
Br -1.261617 1.945482 4.656887  0.612
Br -0.203943 3.797976 2.286288  0.536
Br -1.263807 5.117873 4.980358  0.540
H 0.612380 3.551538 4.605356  -0.099
C -2.318683 6.764575 -0.052291  -1.620
Br -0.773478 5.830948 -0.729365  0.531
Br -3.260727 5.739160 1.277606  0.551
Br -1.855032 8.519669 0.597482  0.569
H -2.994212 6.899834 -0.885066  -0.069
C 3.528805 5.372247 4.668761  -1.626
Br 3.576386 4.713333 2.862811  0.574
Br 2.316762 6.859722 4.848814  0.562
Br 3.117061 3.968774 5.925457  0.601
H 4.517854 5.733333 4.907147  -0.035
C -3.066519 4.466969 -3.907181  -1.615
Br -3.752527 6.272159 -3.895040  0.569
Br -1.165433 4.442603 -4.192973  0.555
Br -3.546207 3.522792 -2.299228  0.590
H -3.527266 3.952401 -4.736961  -0.030
C 3.861382 0.199967 -0.537944  -1.630
Br 2.500455 1.522812 -0.196438  0.540
Br 5.377485 0.974916 -1.449503  0.547
Br 4.384438 -0.698456 1.075923  0.619
H 3.431567 -0.540398 -1.199260  -0.041

Cartesian forces (eV/Å) of the 3 atoms listed first:
C -0.547 0.293 -0.748
C 0.737 -0.084 0.513
C -1.190 0.474 0.133

Properties
F_max	1.37	eV/A
total charge	-1
Kohn-Sham gap	5.35	eV